ORCA calculation (ωB97M-V/def2-TZVPD) on C19H25BaClO4S4 as an isolated structure.

LUMO level   4.45 eV
Kohn-Sham gap   6.0 eV
Net charge   -2

Positions of all 54 atoms, in Å:
1 Ba -1.6350 -11.0151 -9.4976
2 C 0.2736 -14.2883 -8.0530
3 C 1.3420 -13.6182 -8.8628
4 C 1.3034 -13.6543 -10.2655
5 C 0.0613 -14.1591 -10.9530
6 C 2.3461 -13.0894 -10.9922
7 C 2.4177 -13.3053 -12.4921
8 C 3.2535 -12.2899 -10.3422
9 C 4.3430 -11.5304 -11.1948
10 C 3.2748 -12.1492 -8.9504
11 C 4.2485 -11.2048 -8.2910
12 C 2.3558 -12.9082 -8.2403
13 C 2.3914 -13.0379 -6.7374
14 H -0.3936 -13.5623 -7.6533
15 H 0.7044 -14.8258 -7.1877
16 H -0.3281 -15.0506 -8.5781
17 H 0.0926 -15.2634 -11.0120
18 H -0.0704 -13.7628 -11.9504
19 H -0.8184 -13.9602 -10.3456
20 H 1.7283 -12.6633 -13.0454
21 H 2.1633 -14.3631 -12.6166
22 H 3.4118 -13.1415 -12.8725
23 H 5.2718 -11.5767 -10.5877
24 H 4.1012 -10.4692 -11.3245
25 H 4.6286 -11.9809 -12.1156
26 H 5.1334 -11.7833 -7.9918
27 H 3.7870 -10.8326 -7.3894
28 H 4.4553 -10.2728 -8.8504
29 H 3.1130 -12.3859 -6.2476
30 H 2.6638 -14.0662 -6.5519
31 H 1.4234 -12.9281 -6.2920
32 S -0.2758 -10.5309 -6.6677
33 S -0.2866 -8.6372 -7.4762
34 S -2.0625 -7.7091 -7.2050
35 S -3.0971 -8.6027 -8.8372
36 O -0.9564 -9.4500 -14.2733
37 Cl -0.4890 -10.5032 -13.3159
38 O 0.3822 -9.9815 -12.2957
39 O -1.6888 -11.0345 -12.6381
40 O 0.2444 -11.5583 -14.0455
41 C -3.5010 -12.9655 -9.7119
42 C -3.6259 -14.3190 -9.3249
43 C -3.2109 -15.3856 -10.1975
44 C -3.2972 -16.7224 -9.8920
45 C -3.8340 -17.1367 -8.6475
46 C -4.3493 -16.1017 -7.8485
47 C -4.1547 -14.7787 -8.1125
48 H -4.2915 -12.3486 -9.3084
49 H -3.3700 -12.8172 -10.8215
50 H -2.7590 -14.9834 -11.1284
51 H -2.9103 -17.3923 -10.6044
52 H -3.9547 -18.2240 -8.3925
53 H -4.8089 -16.3945 -6.8568
54 H -4.3805 -14.0159 -7.3904

ORCA calculation (ωB97M-V/def2-TZVPD) on C19H25BaIN16 as an isolated structure.

LUMO level   -0.54 eV
Kohn-Sham gap   6.9 eV

Positions of all 62 atoms, in Å:
1 Ba 0.1270 -0.2306 -0.4028
2 N 1.5943 1.5058 1.3458
3 C 0.6811 1.8346 2.4640
4 C -0.6661 2.3608 1.9608
5 N -1.4869 1.3683 1.2317
6 C -2.4522 0.5893 2.0410
7 C -1.9135 -0.7402 2.5654
8 N -1.4620 -1.5887 1.4457
9 H 2.3696 0.9406 1.6740
10 H 1.9766 2.3542 0.9429
11 H 1.0918 2.5898 3.1393
12 H 0.5281 0.9319 3.0586
13 H -0.4681 3.1948 1.2816
14 H -1.2168 2.7730 2.8158
15 H -1.9979 1.8455 0.4966
16 H -3.3043 0.3614 1.3957
17 H -2.8336 1.1828 2.8800
18 H -2.7127 -1.1939 3.1584
19 H -1.0762 -0.5742 3.2469
20 H -2.2334 -1.7815 0.8020
21 H -1.1188 -2.4825 1.7777
22 C -3.4509 2.4269 -2.8092
23 C -2.8351 3.4400 -3.5185
24 C -1.4532 3.5327 -3.5072
25 C -0.7214 2.6129 -2.7759
26 N -1.3145 1.6439 -2.0617
27 C -2.6541 1.5484 -2.0942
28 C 0.7969 2.6205 -2.7775
29 C 1.5376 3.4798 -3.5713
30 C 2.9200 3.3899 -3.5559
31 C 3.5339 2.4442 -2.7537
32 C 2.7239 1.6275 -1.9849
33 N 1.3901 1.7153 -1.9923
34 H -4.5248 2.2984 -2.8141
35 H -3.4190 4.1491 -4.0920
36 H -0.9595 4.3105 -4.0711
37 H -3.0876 0.7096 -1.5552
38 H 1.0493 4.2007 -4.2104
39 H 3.5096 4.0484 -4.1817
40 H 4.6080 2.3252 -2.7311
41 H 3.1595 0.8486 -1.3611
42 N -0.0397 -2.7754 -3.3656
43 C -1.2456 -2.4836 -2.7257
44 N -2.3975 -3.0153 -3.0992
45 N -3.2974 -2.4646 -2.2492
46 N -2.7042 -1.6589 -1.4255
47 N -1.3694 -1.6456 -1.7173
48 C 1.2279 -2.6275 -2.7841
49 N 2.3044 -3.1885 -3.3119
50 N 3.3013 -2.8313 -2.4715
51 N 2.8333 -2.0999 -1.5083
52 N 1.4906 -1.9509 -1.6834
53 H -0.0985 -3.4758 -4.0844
54 I 3.1664 -3.7044 5.3202
55 C 2.8485 -2.8757 3.4929
56 C 3.4663 -3.1988 2.3047
57 N 2.9270 -2.4094 1.3648
58 N 1.9915 -1.5775 1.8574
59 C 1.9563 -1.8431 3.1616
60 H 4.2227 -3.9280 2.0634
61 H 3.1246 -2.3613 0.3624
62 H 1.2784 -1.3051 3.8093

ORCA calculation (ωB97M-V/def2-TZVPD) on C19H25BaIN16 as an isolated structure.

LUMO level   -0.51 eV
Kohn-Sham gap   6.8 eV

Positions of all 62 atoms, in Å:
1 Ba -0.3458 -0.1009 -0.5507
2 N -1.7333 -2.3804 0.5286
3 C -3.0463 -1.8886 0.9570
4 C -3.0194 -0.5770 1.7403
5 N -2.6812 0.6330 0.9858
6 C -3.7275 1.2424 0.1603
7 C -3.8964 0.6985 -1.2556
8 N -2.6944 0.8104 -2.0755
9 H -1.7935 -2.8702 -0.3621
10 H -1.3137 -2.9971 1.2105
11 H -3.5615 -2.6246 1.5838
12 H -3.6688 -1.7767 0.0703
13 H -2.2822 -0.6701 2.5440
14 H -3.9985 -0.4537 2.2276
15 H -2.3147 1.3325 1.6175
16 H -3.4902 2.3072 0.0883
17 H -4.7018 1.1771 0.6668
18 H -4.7578 1.2246 -1.6867
19 H -4.1756 -0.3543 -1.2275
20 H -2.4943 1.7652 -2.3493
21 H -2.7706 0.2412 -2.9107
22 C 3.6095 -3.2058 -0.2152
23 C 4.3099 -2.9756 0.9547
24 C 3.7671 -2.1341 1.9128
25 C 2.5308 -1.5461 1.6710
26 N 1.8667 -1.7594 0.5341
27 C 2.3893 -2.5682 -0.3827
28 C 1.9020 -0.6188 2.6529
29 C 2.2587 -0.6418 4.0000
30 C 1.6920 0.2698 4.8717
31 C 0.7815 1.1910 4.3807
32 C 0.4651 1.1277 3.0346
33 N 0.9899 0.2439 2.1906
34 H 4.0006 -3.8439 -0.9945
35 H 5.2772 -3.4321 1.1171
36 H 4.3198 -1.9174 2.8155
37 H 1.8137 -2.6902 -1.2947
38 H 2.9627 -1.3752 4.3652
39 H 1.9601 0.2622 5.9199
40 H 0.3248 1.9367 5.0157
41 H -0.2394 1.8351 2.6069
42 N 1.5746 -1.3229 -3.9784
43 C 2.1855 -0.3131 -3.2652
44 N 3.4620 0.0359 -3.4231
45 N 3.6594 1.0166 -2.5441
46 N 2.5705 1.2356 -1.8777
47 N 1.5942 0.4161 -2.3251
48 C 0.3052 -1.8229 -3.7550
49 N -0.4150 -2.4272 -4.6919
50 N -1.5373 -2.8034 -4.0668
51 N -1.5007 -2.4429 -2.8239
52 N -0.3230 -1.8217 -2.5804
53 H 1.9694 -1.5316 -4.8801
54 I -0.5673 7.1515 -0.4006
55 C -0.0979 5.1545 -0.6385
56 C 1.1540 4.6023 -0.7926
57 N 0.9819 3.2766 -0.9029
58 N -0.3166 2.9309 -0.8463
59 C -0.9819 4.0684 -0.6864
60 H 2.1292 5.0549 -0.8442
61 H 1.6968 2.5644 -1.1871
62 H -2.0574 4.0817 -0.6089

ORCA calculation (ωB97M-V/def2-TZVPD) on C19H25BiN3SSi as an isolated structure.

LUMO level (spin up / spin down)   -2.96 / -2.93 eV
Kohn-Sham gap (spin up / spin down)   4.2 / 4.3 eV
Net charge   +1

Positions of all 50 atoms, in Å:
1 C 0.9699 1.7031 -0.1547
2 C -0.0378 2.0368 -1.0754
3 C -1.2884 1.6732 -0.5488
4 H 0.1113 2.5297 -2.0349
5 C -1.0860 1.0686 0.7315
6 C 0.3549 1.1004 0.9922
7 H 0.8163 0.9558 1.9695
8 H 2.0284 1.9438 -0.2371
9 H -2.2506 1.8536 -1.0171
10 H -1.8500 0.8615 1.4759
11 Bi -0.2298 -1.1675 -0.0463
12 C -1.3189 -3.1116 -4.0504
13 H -2.3484 -3.2467 -3.7227
14 H -0.8666 -4.0829 -4.2668
15 H -1.3546 -2.5660 -5.0278
16 Si -0.2756 -1.2299 -3.8711
17 C 1.4873 -1.2214 -4.3300
18 C 2.0913 0.0235 -4.0478
19 H 1.4618 0.8829 -3.7823
20 C 3.4846 0.1423 -4.0531
21 H 3.9512 1.1001 -3.8190
22 C 4.2955 -0.9622 -4.3520
23 H 5.3894 -0.8725 -4.3314
24 C 3.6911 -2.1912 -4.6487
25 H 4.3234 -3.0518 -4.8766
26 C 2.2946 -2.3302 -4.6391
27 H 1.8198 -3.2923 -4.8452
28 C -1.3868 0.1210 -4.4068
29 C -1.0119 1.0104 -5.4252
30 H -0.1365 0.7826 -6.0408
31 C -1.7452 2.1852 -5.6132
32 H -1.4151 2.8948 -6.3723
33 C -2.8708 2.4497 -4.8240
34 H -3.4333 3.3723 -4.9760
35 C -3.2488 1.5571 -3.8145
36 H -4.1108 1.7781 -3.1804
37 C -2.5318 0.3752 -3.6263
38 H -2.8288 -0.3559 -2.8591
39 H -0.0906 -0.7266 -2.4613
40 H -0.6553 -2.6482 -3.1664
41 N 1.2549 -1.7154 2.0482
42 N 0.5032 -1.5056 3.2673
43 C -0.8546 -1.4951 3.1322
44 N -1.5444 -1.0795 4.2059
45 S -1.6835 -2.2046 1.7938
46 H 1.4461 -2.7193 1.9822
47 H 2.1624 -1.2381 2.1147
48 H 0.8881 -0.7582 3.8578
49 H -2.5560 -1.1185 4.1895
50 H -1.0852 -0.8626 5.0830

| no. | DFT total energy (Ha) |
| --- | --- |
| 1 | -3118.27286 |
| 2 | -1938.38271 |
| 3 | -1938.40000 |
| 4 | -1805.09063 |